[1]
{
  "formula": "C28H35N5NiP2S",
  "method": "ωB97M-V/def2-TZVPD",
  "species": ["Ni", "C", "C", "C", "C", "C", "C", "C", "C", "C", "H", "H", "H", "H", "H", "H", "H", "H", "H", "H", "H", "H", "H", "H", "H", "P", "P", "N", "N", "N", "N", "C", "C", "C", "C", "C", "C", "C", "C", "C", "C", "C", "C", "C", "C", "C", "C", "C", "C", "H", "H", "H", "H", "H", "H", "H", "H", "H", "H", "H", "H", "H", "H", "H", "H", "H", "H", "H", "H", "S", "C", "N"],
  "coordinates": [[0.0815, -3.0826, -2.5389], [-0.9182, 2.0871, -0.7268], [-1.5685, 1.5816, -1.7909], [-1.1273, 1.5060, -3.2217], [0.1031, 0.6490, -3.5396], [1.4348, 1.0371, -2.9744], [1.7911, 2.1510, -2.3190], [0.9211, 3.3494, -2.0429], [0.1058, 3.1841, -0.7386], [1.8490, -2.6894, -1.6921], [-1.1200, 1.6426, 0.2522], [-2.5806, 1.1918, -1.6074], [-1.0067, 2.4772, -3.7098], [-1.9689, 1.0246, -3.7345], [-0.0798, -0.3840, -3.1830], [0.1738, 0.5660, -4.6450], [2.1901, 0.2374, -3.0691], [2.8042, 2.2388, -1.9321], [0.2148, 3.5115, -2.8662], [1.5570, 4.2531, -1.9214], [0.7857, 3.0313, 0.1162], [-0.4062, 4.1446, -0.5560], [2.0645, -1.6120, -1.4887], [2.5845, -3.0991, -2.4124], [1.9127, -3.2176, -0.7162], [1.4616, -1.1188, -7.1131], [-2.0484, -0.5366, -6.9946], [2.8063, -0.0151, -7.4027], [2.1277, -2.3702, -8.2115], [-2.2345, 1.1837, -7.4031], [-3.6259, -0.9635, -7.7165], [0.3903, -0.3211, -8.4204], [-1.0169, -0.9392, -8.4882], [3.7465, 0.2747, -6.4054], [4.7439, 1.0732, -6.9528], [4.4343, 1.2676, -8.3359], [3.2442, 0.5873, -8.5860], [2.3201, -3.6841, -7.7791], [2.7664, -4.4493, -8.8473], [2.8686, -3.5777, -9.9824], [2.4857, -2.3114, -9.5647], [-2.2575, 2.1911, -6.4331], [-2.1493, 3.4374, -7.0445], [-2.1096, 3.2096, -8.4502], [-2.1725, 1.8292, -8.6458], [-4.4306, -0.3464, -8.6859], [-5.4615, -1.2140, -9.0323], [-5.2868, -2.4130, -8.2619], [-4.1597, -2.2403, -7.4756], [0.8507, -0.4268, -9.4186], [0.3480, 0.7583, -8.1878], [-1.5222, -0.5943, -9.4020], [-0.9623, -2.0376, -8.5415], [3.5865, -0.0930, -5.4026], [5.6043, 1.4679, -6.4310], [4.9999, 1.8280, -9.0685], [2.6743, 0.5228, -9.5037], [2.1098, -3.9409, -6.7502], [2.9942, -5.5082, -8.8298], [3.1841, -3.8443, -10.9847], [2.4306, -1.3934, -10.1285], [-2.3912, 1.9367, -5.3881], [-2.1019, 4.3930, -6.5430], [-2.0435, 3.9538, -9.2355], [-2.2068, 1.2770, -9.5770], [-4.2240, 0.6452, -9.0502], [-6.2514, -1.0052, -9.7419], [-5.9205, -3.2882, -8.2884], [-3.6754, -2.8945, -6.7681], [-1.9307, -2.9685, -2.1109], [-1.0348, -1.9498, -0.9798], [-0.7569, -1.1704, -0.1180]],
  "lowdin_charge": [0.384, -0.117, -0.107, -0.225, -0.192, -0.113, -0.095, -0.194, -0.195, -0.197, 0.093, 0.104, 0.092, 0.080, 0.069, 0.083, 0.087, 0.101, 0.092, 0.115, 0.110, 0.115, -0.002, -0.015, 0.005, 1.096, 1.088, -0.279, -0.261, -0.264, -0.271, -0.405, -0.406, -0.146, -0.097, -0.082, -0.151, -0.165, -0.102, -0.086, -0.142, -0.140, -0.086, -0.083, -0.178, -0.130, -0.090, -0.104, -0.167, 0.059, 0.082, 0.071, 0.080, 0.085, 0.090, 0.093, 0.087, 0.086, 0.089, 0.094, 0.080, 0.070, 0.092, 0.096, 0.099, 0.084, 0.091, 0.088, 0.089, 0.555, -0.814, 0.127],
  "relative_energy_ev": 0.2871,
  "spin_multiplicity": 3,
  "energy_ha": -3950.73484,
  "molar_mass_g_mol": 594.33
}

---

[2]
{
  "formula": "C28H35N5O2S2SbTi",
  "method": "ωB97M-V/def2-TZVPD",
  "species": ["Ti", "O", "C", "N", "C", "O", "C", "C", "C", "C", "C", "N", "C", "C", "C", "C", "C", "N", "H", "H", "H", "H", "H", "H", "H", "H", "S", "C", "C", "N", "C", "S", "C", "N", "C", "C", "C", "C", "Sb", "C", "C", "C", "C", "C", "C", "C", "C", "H", "H", "H", "H", "H", "H", "H", "H", "H", "H", "H", "H", "H", "H", "H", "H", "H", "H", "H", "H", "H", "H", "H", "H", "H", "H", "H"],
  "coordinates": [[-0.3224, -0.6630, 1.7406], [2.2831, -3.9912, 0.8546], [1.4164, -3.1511, 1.0159], [1.5082, -1.8711, 1.4808], [2.7280, -1.2953, 1.7019], [3.8408, -1.6769, 1.3899], [2.5766, 0.0191, 2.4340], [3.6823, 0.6689, 2.9549], [3.4936, 1.8309, 3.6817], [2.2012, 2.3030, 3.8664], [1.1496, 1.6136, 3.2952], [1.3331, 0.4971, 2.5761], [-0.0191, -3.5091, 0.6842], [-0.3394, -4.7826, 0.2444], [-1.6614, -5.0822, -0.0316], [-2.6254, -4.0975, 0.1480], [-2.2293, -2.8487, 0.5843], [-0.9466, -2.5530, 0.8383], [4.6564, 0.2342, 2.7826], [4.3379, 2.3572, 4.1082], [2.0043, 3.1948, 4.4452], [0.1249, 1.9478, 3.3956], [0.4630, -5.4992, 0.1391], [-1.9423, -6.0708, -0.3731], [-3.6726, -4.2912, -0.0419], [-2.9406, -2.0493, 0.7467], [-0.8565, -1.5535, 4.0196], [-2.2440, -0.6258, 4.4901], [-2.7727, -0.9006, 5.7996], [-3.1793, -1.1430, 6.8493], [-2.8493, 0.3176, 3.7202], [-2.3175, 0.7393, 2.1006], [-3.9929, 1.0283, 4.2079], [-4.9082, 1.6281, 4.5710], [1.0146, 3.1995, -2.4058], [1.1855, 2.3903, -1.1239], [2.6532, 1.9970, -0.9547], [0.7881, 3.2493, 0.0775], [-0.0241, 0.5450, -1.0030], [0.8873, -0.7540, -2.5462], [-0.1169, -1.8700, -2.8421], [1.2750, -0.0620, -3.8490], [2.1284, -1.3981, -1.9292], [-1.9467, 1.1241, -1.9255], [-2.4081, 2.4135, -1.2424], [-1.9295, 1.3276, -3.4366], [-2.9446, 0.0158, -1.5813], [1.7155, 4.0458, -2.3914], [0.0117, 3.6149, -2.4914], [1.2203, 2.6174, -3.3025], [3.2553, 2.9059, -0.8177], [3.0505, 1.4703, -1.8231], [2.8115, 1.3685, -0.0752], [1.3739, 4.1787, 0.0663], [0.9992, 2.7359, 1.0147], [-0.2682, 3.5186, 0.0749], [-0.9846, -1.5142, -3.3972], [-0.4690, -2.3536, -1.9258], [0.3721, -2.6406, -3.4531], [0.4378, 0.4494, -4.3235], [1.6453, -0.8188, -4.5541], [2.0786, 0.6603, -3.7051], [1.8657, -2.0352, -1.0870], [2.8687, -0.6786, -1.5772], [2.6152, -2.0365, -2.6783], [-1.7989, 3.2706, -1.5313], [-2.4034, 2.3290, -0.1542], [-3.4412, 2.6291, -1.5448], [-1.2004, 2.0714, -3.7567], [-2.9211, 1.6773, -3.7546], [-1.7309, 0.3987, -3.9723], [-3.0194, -0.1392, -0.5036], [-2.6855, -0.9332, -2.0527], [-3.9408, 0.3056, -1.9413]],
  "lowdin_charge": [0.218, 0.076, -0.466, 0.033, -0.450, 0.076, -0.193, 0.002, -0.056, -0.050, -0.132, -0.007, -0.191, 0.004, -0.056, -0.049, -0.121, -0.009, 0.118, 0.104, 0.106, 0.101, 0.118, 0.104, 0.105, 0.097, 0.600, -0.770, -0.301, 0.137, -0.740, 0.560, -0.311, 0.129, -0.114, -0.693, -0.120, -0.123, 1.614, -0.684, -0.121, -0.115, -0.112, -0.691, -0.135, -0.118, -0.141, 0.085, 0.058, 0.056, 0.088, 0.061, 0.065, 0.088, 0.047, 0.064, 0.056, 0.060, 0.089, 0.055, 0.085, 0.060, 0.054, 0.065, 0.093, 0.055, 0.024, 0.088, 0.061, 0.085, 0.057, 0.016, 0.061, 0.088],
  "relative_energy_ev": 0.0000,
  "spin_multiplicity": 3,
  "energy_ha": -3398.50608,
  "molar_mass_g_mol": 707.38,
  "charge": -1
}

---

[3]
{
  "formula": "C28H35N5P2SZn",
  "method": "ωB97M-V/def2-TZVPD",
  "species": ["Zn", "C", "C", "C", "C", "C", "C", "C", "C", "C", "H", "H", "H", "H", "H", "H", "H", "H", "H", "H", "H", "H", "H", "H", "H", "P", "P", "N", "N", "N", "N", "C", "C", "C", "C", "C", "C", "C", "C", "C", "C", "C", "C", "C", "C", "C", "C", "C", "C", "H", "H", "H", "H", "H", "H", "H", "H", "H", "H", "H", "H", "H", "H", "H", "H", "H", "H", "H", "H", "S", "C", "N"],
  "coordinates": [[-0.5348, -1.6979, 6.8987], [-1.1802, 1.8337, 4.9474], [-1.5068, 0.9265, 4.0318], [-0.9671, 0.8582, 2.6256], [0.2538, -0.0081, 2.4429], [1.4624, 0.3276, 3.2961], [1.6760, 1.4121, 4.0557], [0.9913, 2.7504, 3.9222], [-0.2054, 2.9727, 4.8291], [1.4640, -1.9137, 6.5572], [-1.6703, 1.7744, 5.9196], [-2.1557, 0.0811, 4.3132], [-0.8405, 1.8789, 2.2419], [-1.7744, 0.3977, 2.0409], [-0.0044, -1.0679, 2.6534], [0.5423, 0.0351, 1.3758], [2.1850, -0.4990, 3.3619], [2.5074, 1.3926, 4.7672], [0.7648, 2.9588, 2.8633], [1.7501, 3.4928, 4.2262], [0.1649, 3.1689, 5.8515], [-0.7352, 3.8768, 4.4707], [1.8467, -1.8552, 7.5833], [2.0055, -1.1792, 5.9202], [1.6214, -2.9417, 6.2044], [1.2854, -1.1833, -2.5190], [-1.7180, -0.6588, -2.1483], [2.7356, -0.2048, -2.4858], [2.1147, -2.3950, -3.5745], [-2.0530, 1.0436, -1.9713], [-3.3923, -1.0357, -2.6349], [0.4311, -0.3041, -3.9017], [-1.0756, -0.5424, -3.8877], [3.1671, 0.4819, -1.3471], [4.1857, 1.3423, -1.7076], [4.3970, 1.2022, -3.1150], [3.4893, 0.2614, -3.5661], [2.2655, -3.7110, -3.1503], [2.6682, -4.4977, -4.2189], [2.8006, -3.6382, -5.3506], [2.4845, -2.3572, -4.9168], [-1.8595, 1.6849, -0.7457], [-1.9385, 3.0502, -0.9410], [-2.1956, 3.2730, -2.3315], [-2.2815, 2.0307, -2.9327], [-4.2804, -0.3186, -3.4386], [-5.3724, -1.1182, -3.7493], [-5.1480, -2.3829, -3.1231], [-3.9423, -2.3058, -2.4517], [0.8437, -0.5445, -4.8859], [0.6303, 0.7608, -3.8086], [-1.5774, 0.1922, -4.5270], [-1.2672, -1.4908, -4.3913], [2.6851, 0.2644, -0.4088], [4.7655, 1.9520, -1.0339], [5.1413, 1.6768, -3.7261], [3.3140, -0.0622, -4.5685], [2.0541, -3.9441, -2.1243], [2.8368, -5.5618, -4.1866], [3.0631, -3.9096, -6.3568], [2.5029, -1.4523, -5.4925], [-1.7006, 1.0733, 0.1267], [-1.8280, 3.8005, -0.1724], [-2.2951, 4.2161, -2.8395], [-2.5088, 1.8175, -3.9628], [-4.0619, 0.6757, -3.7602], [-6.2243, -0.8067, -4.3240], [-5.8117, -3.2329, -3.1283], [-3.3754, -3.0278, -1.8923], [-0.6176, 0.7390, 10.8152], [-0.5153, 0.2687, 9.3013], [-0.4815, -0.0966, 8.1555]],
  "lowdin_charge": [0.880, -0.118, -0.117, -0.231, -0.192, -0.116, -0.106, -0.210, -0.190, -0.235, 0.094, 0.098, 0.104, 0.096, 0.120, 0.099, 0.099, 0.104, 0.109, 0.113, 0.118, 0.123, -0.026, -0.021, -0.050, 1.074, 1.051, -0.282, -0.249, -0.267, -0.267, -0.396, -0.395, -0.147, -0.098, -0.081, -0.139, -0.160, -0.101, -0.083, -0.169, -0.140, -0.085, -0.075, -0.163, -0.137, -0.086, -0.105, -0.164, 0.067, 0.086, 0.070, 0.088, 0.084, 0.089, 0.091, 0.075, 0.089, 0.088, 0.090, 0.079, 0.060, 0.091, 0.094, 0.089, 0.073, 0.088, 0.088, 0.089, 0.570, -1.019, -0.099],
  "relative_energy_ev": 0.0920,
  "spin_multiplicity": 1,
  "energy_ha": -4221.80466,
  "molar_mass_g_mol": 601.03
}

---

What is the formula in the third record?
C28H35N5P2SZn